(1)
Entry from the OMol25 dataset: a cluster of 3 separate species, C23H55N3O4P3S in total (ωB97M-V/def2-TZVPD).

Calculated values
Frontier orbital gap   5.01 eV
HOMO   -9.991 eV
E_LUMO   -4.9828 eV
Strongest force on any atom   0.121 hartree/bohr
Charge   +1
Molecular weight   562.70 g mol⁻¹
Total energy   -2796.353439 Eh

Geometry as XYZ:
```
89
C23H55N3O4P3S ωB97M-V/def2-TZVPD
C 0.18153 3.82205 2.03050
C -1.01241 3.10403 2.90607
P -1.33770 1.28347 2.46612
C -2.77714 1.11939 1.15255
C -3.20470 -0.48374 1.13023
C 0.14134 0.42400 1.61795
N 0.39020 0.82606 0.32881
C 1.49480 -0.04168 -0.31100
C 2.75325 0.99095 -0.28175
C 3.80990 0.85927 -1.52024
C 3.33204 1.48962 -2.94754
S 1.96688 2.76250 -2.86695
P 0.66894 -0.54419 -1.96320
O -0.53196 -1.60342 -1.77397
C 1.50022 -1.38190 0.63902
P 3.03361 -2.57656 0.50992
O 4.22526 -2.03465 1.40890
O 2.42994 -4.13145 1.11704
O 3.44214 -2.72670 -1.19332
C 1.19061 -0.72491 2.14011
H 1.08224 3.11544 1.78125
H 0.54973 4.75562 2.66879
H -0.31176 4.23021 1.02744
H -2.00960 3.69434 2.68510
H -0.75555 3.19380 4.04455
H -3.67190 1.83657 1.43027
H -2.30182 1.39177 0.10364
H -3.69882 -0.77086 0.09907
H -3.92136 -0.65266 2.05510
H -2.20950 -1.09907 1.30694
H -0.14970 1.59399 -0.14807
H 3.36768 0.72629 0.70779
H 2.34479 2.08842 -0.09032
H 4.79016 1.45730 -1.19457
H 4.17890 -0.26606 -1.66648
H 4.27016 1.88991 -3.52394
H 2.91279 0.58319 -3.59869
H 0.93075 2.39584 -3.75920
H 0.08681 0.55829 -2.70925
H 1.60810 -1.19251 -2.86097
H 0.60853 -2.13802 0.53348
H 1.55201 -4.22733 0.62398
H 2.55342 -2.86285 -1.64801
H 0.74177 -1.57017 2.83403
H 2.21772 -0.35037 2.63803
C -7.61741 3.06304 6.35872
C -6.49532 2.16645 5.84139
N -5.18963 2.82861 5.75658
C -4.19129 2.04276 5.02273
C -3.75747 0.71030 5.62651
C -4.70314 3.45840 6.98593
C -4.53111 2.57065 8.21453
H -7.72263 3.96340 5.74416
H -8.56906 2.52151 6.32564
H -7.45463 3.36584 7.39770
H -6.79101 1.84089 4.83535
H -6.45222 1.26589 6.46147
H -3.29904 2.65888 4.85278
H -4.58737 1.84487 4.01924
H -3.07799 0.85020 6.46632
H -3.21540 0.12401 4.87520
H -4.60547 0.10428 5.95771
H -5.38641 4.27489 7.24890
H -3.75021 3.96532 6.78324
H -5.36469 1.87668 8.35457
H -4.47447 3.19405 9.11313
H -3.60349 1.99619 8.16935
C 4.15609 -2.22031 -4.48645
C 3.15300 -2.45675 -5.61272
N 3.73442 -2.38958 -6.95731
C 2.72453 -2.36044 -8.02129
C 1.84152 -3.59310 -8.19169
C 4.87907 -3.26703 -7.21122
C 4.67388 -4.76744 -7.02727
H 4.66136 -1.25529 -4.59974
H 3.63590 -2.21520 -3.52241
H 4.91388 -3.00849 -4.43979
H 2.38683 -1.67566 -5.52100
H 2.64843 -3.41184 -5.43787
H 3.21405 -2.14343 -8.97934
H 2.06957 -1.49895 -7.84268
H 2.37652 -4.40855 -8.67684
H 0.98719 -3.34885 -8.83396
H 1.43753 -3.95391 -7.24160
H 5.70457 -2.95406 -6.56062
H 5.25847 -3.08668 -8.22593
H 4.10321 -5.00861 -6.12603
H 5.64639 -5.26280 -6.93681
H 4.17080 -5.21339 -7.88782
```

List of Löwdin charges in e, atom by atom: C -0.176; C -0.422; P 0.972; C -0.392; C -0.164; C -0.253; N 0.041; C -0.444; C -0.170; C -0.229; C -0.542; S 0.628; P 0.836; O -0.506; C -0.282; P 0.775; O -0.345; O -0.190; O -0.218; C -0.065; H 0.051; H 0.100; H 0.093; H 0.105; H 0.090; H 0.100; H 0.065; H 0.098; H 0.089; H 0.058; H 0.157; H 0.141; H 0.106; H 0.138; H 0.121; H 0.100; H 0.061; H -0.111; H 0.009; H 0.017; H 0.119; H 0.084; H 0.062; H 0.153; H 0.159; C -0.089; C -0.268; N -0.188; C -0.264; C -0.093; C -0.249; C -0.087; H 0.081; H 0.076; H 0.067; H 0.117; H 0.096; H 0.088; H 0.095; H 0.058; H 0.041; H 0.073; H 0.104; H 0.113; H 0.072; H 0.077; H 0.055; C -0.090; C -0.272; N -0.188; C -0.249; C -0.090; C -0.246; C -0.087; H 0.081; H 0.020; H 0.078; H 0.105; H 0.097; H 0.116; H 0.106; H 0.057; H 0.076; H 0.067; H 0.102; H 0.119; H 0.068; H 0.077; H 0.058

=====

(2)
Entry from the OMol25 dataset: a structure of composition C14H21B2F8N7OV (ωB97M-V/def2-TZVPD).

Calculated values
2S+1   2
Frontier orbital gap (spin up / spin down)   8.21 / 8.67 eV
HOMO (spin up / spin down)   -11.740 / -11.740 eV
E_LUMO (spin up / spin down)   -3.5293 / -3.0658 eV
Strongest force on any atom   0.081 hartree/bohr
Molecular weight   527.92 g mol⁻¹
Total energy   -2797.640408 Eh

Geometry as XYZ:
```
54
C14H21B2F8N7OV ωB97M-V/def2-TZVPD
O -22.15974 7.26284 -7.29339
V -22.42886 5.80160 -6.77389
B -23.76294 7.27994 -4.90411
F -22.40894 6.74874 -4.75522
F -24.38836 7.23552 -3.69924
F -23.66906 8.55122 -5.41834
F -24.26857 6.39181 -5.92285
B -22.90504 3.58361 -5.28252
F -22.60019 2.26964 -5.31483
F -21.68818 4.40713 -5.34413
F -23.55148 4.02874 -6.49182
F -23.64431 3.93012 -4.19381
C -25.60171 9.23096 -8.30088
C -25.82734 8.60949 -9.60991
N -25.99487 8.12608 -10.62907
H -25.67131 10.31189 -8.41693
H -24.55544 9.01513 -8.07651
H -26.32282 8.84254 -7.59359
C -22.08335 5.44038 -1.50246
C -22.46934 5.52685 -0.10357
N -22.76546 5.59623 0.99701
H -21.00452 5.32963 -1.58779
H -22.45560 6.32207 -2.02168
H -22.52476 4.57842 -2.00174
C -27.62829 7.17504 -5.01748
C -28.27244 7.57422 -6.25209
N -28.77009 7.85761 -7.24530
H -27.05045 6.26227 -5.08703
H -28.32223 7.20842 -4.17803
H -26.91719 7.95131 -4.70511
C -21.53681 10.50698 -6.92490
C -21.75799 10.17728 -8.33357
N -21.93692 9.88579 -9.42397
H -20.82748 9.81304 -6.48530
H -22.52671 10.48074 -6.47276
H -21.13708 11.51573 -6.83393
C -25.72604 4.83399 -10.23642
C -24.83714 5.34917 -9.22452
N -24.12345 5.79589 -8.44743
H -25.92909 5.61089 -10.97218
H -26.65016 4.48788 -9.77760
H -25.24489 3.98775 -10.72774
C -26.68852 3.56792 -5.76817
C -26.76153 2.45756 -6.70766
N -26.84353 1.60851 -7.47122
H -26.25732 4.41276 -6.30461
H -26.04790 3.32921 -4.92018
H -27.67591 3.81023 -5.38106
C -23.25166 10.15885 -2.62066
C -24.30195 11.15873 -2.64532
N -25.13590 11.94005 -2.65048
H -22.42326 10.53743 -2.02049
H -22.83497 9.97901 -3.60968
H -23.64069 9.22020 -2.23823
```

List of Löwdin charges in e, atom by atom: O -0.195; V 1.295; B -1.250; F 0.051; F 0.206; F 0.161; F 0.058; B -1.219; F 0.226; F 0.043; F 0.042; F 0.201; C -0.043; C -0.268; N 0.141; H 0.093; H 0.054; H 0.045; C -0.061; C -0.285; N 0.125; H 0.088; H 0.064; H 0.075; C -0.054; C -0.278; N 0.145; H 0.053; H 0.095; H 0.087; C -0.063; C -0.301; N 0.141; H 0.082; H 0.068; H 0.085; C -0.019; C -0.164; N 0.172; H 0.072; H 0.099; H 0.102; C -0.065; C -0.277; N 0.132; H 0.059; H 0.084; H 0.088; C -0.064; C -0.283; N 0.128; H 0.088; H 0.064; H 0.077

=====

(3)
Entry from the OMol25 dataset: a structure of composition C36H24Cl4FN3O6PbTe (ωB97M-V/def2-TZVPD).

Calculated values
Frontier orbital gap   7.64 eV
HOMO   -8.134 eV
Energy relative to the best compared isomer or geometry (same formula, charge and spin)   35.2 kcal/mol
E_LUMO   -0.4929 eV
Strongest force on any atom   0.021 hartree/bohr
Molecular weight   1090.21 g mol⁻¹
Total energy   -4403.490583 Eh

Geometry as XYZ:
```
76
C36H24Cl4FN3O6PbTe ωB97M-V/def2-TZVPD
Pb -1.05685 -0.77915 0.74575
Cl -4.37705 3.65755 -1.94265
C -3.02055 3.25145 -0.96995
C -2.88795 3.78365 0.30985
Cl -4.11335 4.80985 0.93675
C -1.76785 3.48365 1.07775
Cl -1.55415 4.15975 2.64565
C -0.80685 2.58315 0.61395
O 0.28105 2.25945 1.24055
C -1.00475 1.98055 -0.65105
O -0.06875 1.09025 -1.02805
C -2.05815 2.37165 -1.46105
Cl -2.16855 1.80415 -3.07515
N -3.09735 -1.66355 1.95455
C -2.88515 -3.07775 1.87215
C -2.60085 -3.80665 3.01335
C -2.38445 -5.17065 2.93305
C -2.48575 -5.81495 1.71265
C -2.77555 -5.08805 0.57155
C -2.95185 -3.70915 0.62965
C -3.11995 -2.94385 -0.62175
C -4.13845 -3.29625 -1.50065
C -4.24495 -2.69705 -2.74315
C -3.28845 -1.77755 -3.12935
C -2.30305 -1.39785 -2.23345
C -2.20435 -1.92835 -0.94985
H -3.25315 -1.37565 2.91355
H -3.88345 -1.38725 1.37575
H -2.53985 -3.29775 3.96425
H -2.13735 -5.72525 3.82445
H -2.32045 -6.87855 1.64575
H -2.83905 -5.58225 -0.38805
H -4.86455 -4.03605 -1.19595
H -5.05625 -2.95885 -3.40755
H -3.30885 -1.34255 -4.11765
H -1.58215 -0.65895 -2.54145
F 3.62505 2.62185 3.83425
C 3.35945 1.32445 4.06205
C 3.35585 0.44625 3.03945
N 3.14035 -0.88575 3.23465
C 3.11265 -1.78515 2.09625
C 1.81435 -1.51195 1.30455
O 1.84645 -0.58375 0.46125
O 0.80095 -2.17005 1.58505
C 2.87435 -1.40005 4.49645
O 2.71125 -2.57515 4.71025
N 2.82725 -0.45915 5.49915
C 3.08215 0.90955 5.43585
O 3.06475 1.59365 6.42725
H 3.53295 0.75985 2.01665
H 3.11045 -2.80405 2.48285
H 3.97575 -1.60015 1.45375
H 2.62425 -0.82795 6.42415
Te 1.77775 1.67895 -0.39085
C 2.53535 0.55485 -2.04585
C 3.90765 0.64425 -2.25335
C 4.50955 -0.09285 -3.25985
C 3.74735 -0.95095 -4.03615
C 2.38595 -1.06845 -3.80775
C 1.78105 -0.31485 -2.81645
C 1.34375 3.44285 -1.50645
C 0.97125 4.57465 -0.79235
C 0.46265 5.67605 -1.45755
C 0.34835 5.65915 -2.83695
C 0.75215 4.54435 -3.55395
C 1.24075 3.43075 -2.89075
H 4.50095 1.29665 -1.62025
H 5.57115 -0.01615 -3.44325
H 4.21815 -1.53375 -4.81485
H 1.79545 -1.75295 -4.39925
H 0.72495 -0.40955 -2.62225
H 1.08165 4.57645 0.28395
H 0.16245 6.54645 -0.89485
H -0.04805 6.52395 -3.34445
H 0.69395 4.54145 -4.63245
H 1.54645 2.55525 -3.45195
```

List of Löwdin charges in e, atom by atom: Pb 1.590; Cl 0.678; C -0.712; C -0.707; Cl 0.687; C -0.620; Cl 0.720; C -0.526; O -0.286; C -0.468; O -0.427; C -0.597; Cl 0.769; N -0.011; C -0.292; C -0.030; C -0.076; C -0.077; C -0.017; C -0.164; C -0.251; C -0.044; C -0.080; C -0.092; C -0.167; C -0.224; H 0.102; H 0.108; H 0.114; H 0.105; H 0.103; H 0.121; H 0.115; H 0.103; H 0.101; H 0.024; F 0.084; C -0.165; C 0.040; N 0.006; C -0.018; C -0.649; O -0.244; O -0.102; C -0.467; O 0.097; N 0.216; C -0.400; O 0.111; H 0.118; H 0.131; H 0.138; H 0.175; Te 1.976; C -0.397; C -0.130; C -0.083; C -0.080; C -0.066; C -0.101; C -0.369; C -0.117; C -0.063; C -0.068; C -0.072; C -0.106; H 0.097; H 0.104; H 0.104; H 0.108; H 0.085; H 0.107; H 0.111; H 0.106; H 0.108; H 0.102

=====

(4)
Entry from the OMol25 dataset: a cluster of 2 separate species, BrFHP in total (ωB97M-V/def2-TZVPD).

Calculated values
Frontier orbital gap (spin up / spin down)   7.90 / 9.13 eV
HOMO (spin up / spin down)   -8.711 / -10.444 eV
Energy relative to the best compared isomer or geometry (same formula, charge and spin)   72.7 kcal/mol
E_LUMO (spin up / spin down)   -0.8067 / -1.3107 eV
Strongest force on any atom   0.035 hartree/bohr
Molecular weight   130.88 g mol⁻¹
Total energy   -3015.745971 Eh

Geometry as XYZ:
```
4
BrFHP ωB97M-V/def2-TZVPD
F -0.27679 1.50943 -0.64347
P -0.12885 0.61823 0.73263
Br -1.35992 -1.04011 0.03420
H 1.76555 -1.08755 -0.12336
```

List of Löwdin charges in e, atom by atom: F -0.519; P 0.372; Br 0.108; H 0.039